Version 1
Here is a gas-phase ion, C5H13N3 (charge +2) from the Open Molecules 2025 dataset. Energies are from ωB97M-V/def2-TZVPD.

Structure (ORCA input):
```
! wB97M-V def2-TZVPD RIJCOSX def2/J DEFGRID3
* xyz 2 1
H 1.618 -0.523 1.638
N 1.105 0.316 1.785
N 0.141 0.652 0.925
C -0.458 1.844 1.221
N -0.118 2.562 2.178
C -0.259 -0.113 -0.297
C 0.216 0.622 -1.527
C 0.142 -1.630 -0.224
C -0.367 -2.396 -1.378
H -1.097 2.205 0.500
H -0.635 3.353 2.444
H 0.624 2.280 2.875
H -1.339 -0.222 -0.229
H 0.647 1.597 -1.338
H -0.732 0.723 -2.071
H 0.921 0.083 -2.149
H 1.340 -1.718 -0.149
H -0.181 -1.957 0.744
H -1.560 -2.588 -1.240
H -0.261 -1.724 -2.206
H 0.251 -3.366 -1.503
*
```

HOMO-LUMO gap (alpha / beta)	6.08 / 6.08	eV
HOMO level (alpha / beta)	-18.97 / -18.97	eV
SMILES	[H]/N=[N+](/C=[NH2+])[C@@H](C)CC

---

Version 2
Here is a gas-phase ion, C5H13N3 (charge +2) from the Open Molecules 2025 dataset. Energies are from ωB97M-V/def2-TZVPD.

Structure (ORCA input):
```
! wB97M-V def2-TZVPD RIJCOSX def2/J DEFGRID3
* xyz 2 1
N -1.203 -0.850 -1.537
C -0.421 -0.620 -0.443
C -0.185 -1.610 0.780
N 1.071 -1.007 1.481
C 1.816 -0.021 0.524
C 0.703 0.412 -0.457
C -0.494 1.104 0.173
N -1.241 2.002 -0.665
H -2.025 -1.489 -1.468
H -0.791 -1.072 -2.450
H -1.032 -1.795 1.497
H 0.262 -2.516 0.338
H 1.721 -1.840 1.642
H 0.908 -0.470 2.313
H 2.668 -0.282 -0.149
H 2.074 0.865 1.030
H 1.173 0.832 -1.421
H -0.652 1.229 1.264
H -2.069 2.342 -0.182
H -1.437 1.813 -1.639
H -0.845 2.975 -0.632
*
```

HOMO-LUMO gap	10.33	eV
HOMO level	-16.92	eV
SMILES	N[C@@]12C[NH2+]C[C@@H]1[C@H]2[NH3+]

---

Version 3
Here is 2 unconnected molecules or ions with the total composition C5H13N3 from the Open Molecules 2025 dataset. Energies are from ωB97M-V/def2-TZVPD.

Structure (ORCA input):
```
! wB97M-V def2-TZVPD RIJCOSX def2/J DEFGRID3
* xyz 2 1
C 1.080 0.971 1.606
C -2.101 -0.303 0.344
C -0.115 -1.805 -0.234
C -0.651 -0.420 -0.039
C -0.030 0.765 -0.662
N 1.002 0.717 -2.768
N 1.084 0.548 2.828
N 0.285 0.537 0.654
H 1.793 1.751 1.327
H -2.442 0.729 0.389
H -2.722 -0.840 -0.370
H -2.264 -0.765 1.318
H 0.942 -1.812 -0.488
H -0.671 -2.298 -1.031
H -0.266 -2.398 0.666
H 0.554 1.507 -3.224
H 2.013 0.800 -2.769
H -0.375 1.700 -1.061
H 0.454 -0.166 3.189
H 1.732 0.945 3.505
H 0.696 -0.161 -3.180
*
```

HOMO-LUMO gap (alpha / beta)	9.12 / 9.12	eV
HOMO level (alpha / beta)	-19.34 / -19.34	eV

---

Stability, highest: version 2

---

Version 1
Here is 11 unconnected molecules or ions with the total composition H21O11 from the Open Molecules 2025 dataset. Energies are from ωB97M-V/def2-TZVPD.

Structure (ORCA input):
```
! wB97M-V def2-TZVPD RIJCOSX def2/J DEFGRID3
* xyz -1 1
O 2.802 2.609 1.556
H 2.075 2.473 0.867
H 2.949 3.540 1.557
O 1.042 -0.749 0.887
H 1.440 0.019 0.314
H 1.777 2.241 -1.859
O 1.075 -3.297 1.614
H 0.941 -2.055 -1.192
H 0.068 -0.275 2.659
O -0.586 0.845 -1.839
H -1.414 0.983 -1.168
H -2.028 -0.445 -0.315
O -2.928 -2.023 2.019
H -0.758 3.858 -3.122
H -0.457 0.023 -2.026
O 0.791 0.185 3.099
H 1.592 0.013 2.682
H 0.648 1.099 -1.398
O 1.610 1.607 -1.182
H 0.371 -3.146 2.151
O 0.959 -2.316 -2.115
H 1.292 -2.544 1.130
H 0.293 -2.021 -2.625
O -0.999 -1.245 -0.610
H -1.156 -1.977 0.082
H 0.168 -0.836 0.379
O 0.038 3.428 -2.957
H -3.465 -1.520 2.651
H -0.205 2.463 -3.139
O -2.635 0.240 -0.094
H -2.561 -1.535 1.233
H -2.738 0.359 0.762
*
```

HOMO-LUMO gap	9.28	eV
HOMO level	-6.37	eV

---

Version 2
Here is 11 unconnected molecules or ions with the total composition H21O11 from the Open Molecules 2025 dataset. Energies are from ωB97M-V/def2-TZVPD.

Structure (ORCA input):
```
! wB97M-V def2-TZVPD RIJCOSX def2/J DEFGRID3
* xyz -1 1
O 0.460 0.305 0.442
H 0.015 0.144 -0.379
O -2.652 0.243 -1.612
H -2.471 0.962 -0.967
H -2.865 -0.495 -0.968
O -2.385 -1.647 0.486
H -1.778 -1.345 1.172
H -2.319 -2.625 0.586
O 1.948 -0.646 -3.140
H 2.574 -0.611 -2.415
H 1.345 -1.197 -2.628
O 1.728 1.920 -1.367
H 1.046 2.337 -1.855
H 1.230 1.308 -0.778
O -0.577 -1.518 -1.878
H -0.383 -2.015 -1.079
H -1.429 -1.099 -1.924
O -1.567 2.150 -0.005
H -1.269 3.035 -0.178
H -0.733 1.664 0.061
O 1.935 -1.874 -0.063
H 1.314 -2.544 0.117
H 1.419 -1.072 0.136
O 3.065 0.804 1.224
H 2.125 0.671 1.112
H 3.327 0.848 2.155
O -0.302 1.617 2.452
H 0.138 1.160 1.703
H -1.148 1.975 2.192
O -0.666 -1.175 2.447
H -0.139 -0.680 1.778
H -1.001 -0.613 3.169
*
```

HOMO-LUMO gap	9.93	eV
HOMO level	-6.93	eV

---

Version 3
Here is a molecular structure, H21O11 from the Open Molecules 2025 dataset. Energies are from ωB97M-V/def2-TZVPD.

Structure (ORCA input):
```
! wB97M-V def2-TZVPD RIJCOSX def2/J DEFGRID3
* xyz -1 1
O -2.916 2.747 -0.713
H -2.268 2.078 -0.264
H -3.725 2.336 -1.207
O 3.048 0.021 0.134
H 2.976 -0.629 0.936
H 2.329 0.692 0.081
O -0.993 0.501 1.039
H -2.668 1.482 2.114
H 0.606 -1.006 0.112
O 3.109 -1.422 -2.417
H 2.269 -0.954 -2.431
H 3.766 -0.835 -1.990
O 0.735 -1.343 3.216
H 1.419 -1.622 2.596
H 0.550 -0.372 2.845
O -0.034 -1.712 0.599
H 0.577 -2.306 0.900
H -1.966 -0.616 2.373
O -2.573 -1.271 2.034
H -2.244 -2.137 2.333
O -2.283 1.773 2.890
H -1.324 -0.231 0.476
H -1.386 1.426 2.784
O 0.886 1.172 -0.398
H 0.993 2.009 -0.585
H -0.134 0.916 0.379
O -0.707 -2.970 -2.703
H -0.149 -2.628 -1.957
H -0.591 -2.241 -3.287
O 1.115 2.733 -3.606
H 0.189 2.588 -3.264
H 1.394 1.819 -3.021
*
```

HOMO-LUMO gap	9.18	eV
HOMO level	-6.51	eV

---

Stability, highest: version 2

---

Version 1
Here is 11 unconnected molecules or ions with the total composition H21O11 from the Open Molecules 2025 dataset. Energies are from ωB97M-V/def2-TZVPD.

Structure (ORCA input):
```
! wB97M-V def2-TZVPD RIJCOSX def2/J DEFGRID3
* xyz -1 1
O 0.697 -0.688 0.190
H -0.011 -0.104 -0.173
O 0.522 -2.106 -2.053
H 0.499 -1.542 -1.109
H -0.386 -2.518 -2.149
O 1.292 1.737 0.857
H 2.235 1.882 0.891
H 1.122 0.718 0.746
O -3.369 0.501 -0.571
H -2.948 0.064 0.109
H -2.619 0.704 -1.194
O -1.519 2.493 1.387
H -0.812 2.409 0.893
H -1.571 1.683 1.969
O -1.455 1.139 -2.477
H -0.725 0.476 -2.787
H -1.936 1.160 -3.218
O -0.220 3.207 -1.213
H -0.745 2.647 -1.641
H 0.363 2.738 -0.638
O -1.817 -1.273 0.743
H -0.861 -1.127 0.516
H -2.062 -1.341 1.640
O 3.133 -0.916 -0.720
H 2.165 -0.828 -0.303
H 3.826 -0.788 -0.095
O 1.549 -3.381 0.740
H 2.350 -3.236 1.437
H 1.199 -2.503 0.385
O 0.708 -0.713 2.812
H 0.640 0.206 3.152
H 0.770 -0.685 1.861
*
```

HOMO-LUMO gap	10.12	eV
HOMO level	-7.25	eV

---

Version 2
Here is a molecular structure, H21O11 from the Open Molecules 2025 dataset. Energies are from ωB97M-V/def2-TZVPD.

Structure (ORCA input):
```
! wB97M-V def2-TZVPD RIJCOSX def2/J DEFGRID3
* xyz -1 1
O 0.805 -1.321 -1.441
H -0.140 -0.935 -1.375
H 0.845 -1.399 -2.421
O 4.291 1.449 1.937
H 3.520 1.582 2.513
H 4.291 0.513 1.679
O 1.534 1.987 -1.220
H -0.057 -3.591 -1.135
H -1.473 2.687 -2.782
O -0.666 1.899 -0.095
H -1.262 2.621 -0.183
H 0.766 -1.237 2.823
O 0.898 3.001 3.087
H 1.280 -3.464 2.442
H -1.020 0.702 -0.293
O -1.585 2.251 -3.628
H -1.499 1.393 -3.217
H -1.094 0.333 -1.759
O -1.463 -0.126 -0.955
H 2.088 1.285 -0.911
O -0.445 -4.134 -1.812
H 0.656 2.027 -0.565
H -1.266 -4.521 -1.452
O -4.163 -0.431 -1.507
H -4.104 -0.986 -0.676
H -3.164 -0.102 -1.372
O 0.477 -3.723 2.888
H 1.578 3.177 2.385
H -0.159 -3.303 2.285
O 0.124 -0.925 2.185
H 0.094 3.315 2.695
H 0.314 -0.024 1.880
*
```

HOMO-LUMO gap	8.91	eV
HOMO level	-6.33	eV

---

Stability, highest: version 2

---

Version 1
Here is a gas-phase ion, C7H8N3O (charge +1) from the Open Molecules 2025 dataset. Energies are from ωB97M-V/def2-TZVPD.

Structure (ORCA input):
```
! wB97M-V def2-TZVPD RIJCOSX def2/J DEFGRID3
* xyz 1 1
O -2.955 2.009 0.476
C -2.364 1.074 0.092
N -2.765 -0.238 -0.128
C -1.984 -1.230 -0.221
C -0.542 -1.276 0.254
N -0.051 0.066 0.418
C 1.385 0.203 0.307
C 2.033 1.364 0.116
N 1.232 2.539 -0.038
C 0.012 2.368 -0.324
C -0.754 1.084 -0.415
H -2.561 -2.066 -0.411
H -0.457 -1.946 1.129
H 0.037 -1.790 -0.554
H -0.436 0.455 1.259
H 1.991 -0.711 0.575
H 3.029 1.596 0.052
H -0.642 3.310 -0.387
H -0.699 0.815 -1.408
*
```

HOMO-LUMO gap	9.34	eV
HOMO level	-14.23	eV
SMILES	O=C1N=CC[N@H+]2C=CN=C[C@H]12

---

Version 2
Here is a gas-phase ion, C7H8N3O (charge +1) from the Open Molecules 2025 dataset. Energies are from ωB97M-V/def2-TZVPD.

Structure (ORCA input):
```
! wB97M-V def2-TZVPD RIJCOSX def2/J DEFGRID3
* xyz 1 1
C 1.288 -3.185 0.109
N 0.397 -2.314 -0.006
C 0.080 -1.063 0.294
C 1.050 -0.026 0.451
C 0.845 1.241 0.056
C -0.403 1.757 -0.424
N -0.615 3.000 -0.793
C -1.353 0.825 -0.400
C -1.255 -0.579 -0.116
N -1.871 -1.270 -1.301
O -1.365 -2.263 -1.703
H 1.417 -4.006 -0.664
H 1.763 -3.500 1.044
H 2.050 -0.323 0.541
H 1.604 1.991 0.069
H 0.116 3.681 -0.889
H -1.588 3.132 -0.956
H -2.350 0.917 -0.641
H -1.970 -0.741 0.674
*
```

HOMO-LUMO gap	6.60	eV
HOMO level	-12.25	eV
SMILES	C=[N+]=C1C=CC(N)=C[C@H]1N=O

---

Stability, highest: version 1